[1]
A cluster of 6 separate species, C24H53F3INO21S5 in total. Source: the Open Molecules 2025 dataset; level of theory: ωB97M-V/def2-TZVPD.

Summary:
Multiplicity: 1
HOMO-LUMO gap (eV): 9.11
SMILES: CCOC[C@](CON=O)(C[C@@H](O)C(F)(F)F)OC(=O)I.CCOS(C)(=O)=O.CCOS(C)(=O)=O.CCOS(C)(=O)=O.CCOS(C)(=O)=O.CCOS(C)(=O)=O
Lowest unoccupied orbital energy (Eh): -0.0150

Element x y z (Å)
C: -2.61 -3.44 -9.71
C: -3.67 -2.77 -8.69
O: -2.92 -2.44 -7.49
C: -3.76 -2.47 -6.32
C: -3.07 -1.84 -5.01
C: -4.31 -1.27 -4.11
O: -5.49 -2.14 -4.19
N: -6.31 -1.86 -3.13
O: -7.02 -0.94 -3.34
C: -2.21 -0.56 -5.43
C: -1.83 0.43 -4.21
O: -1.38 -0.25 -3.02
C: -0.74 1.54 -4.58
F: 0.00 1.30 -5.76
F: 0.23 1.56 -3.52
F: -1.24 2.88 -4.64
O: -2.40 -2.81 -4.16
C: -1.06 -3.06 -4.56
O: -0.68 -3.28 -5.73
I: 0.55 -3.12 -3.05
H: -2.92 -4.50 -10.05
H: -1.61 -3.58 -9.15
H: -2.37 -2.76 -10.60
H: -3.96 -1.76 -9.17
H: -4.56 -3.46 -8.52
H: -4.71 -1.85 -6.59
H: -4.14 -3.53 -6.05
H: -4.54 -0.17 -4.33
H: -3.98 -1.32 -3.00
H: -1.31 -0.81 -6.11
H: -2.90 0.07 -6.12
H: -2.79 1.00 -3.92
H: -2.12 -0.46 -2.42
C: -0.16 1.40 -0.31
C: 1.19 1.04 0.29
O: 1.04 0.36 1.53
S: 0.62 -1.20 1.51
C: 0.98 -1.54 3.21
O: 1.55 -1.92 0.68
O: -0.80 -1.29 1.32
H: -0.71 0.50 -0.60
H: -0.04 2.03 -1.19
H: -0.77 1.93 0.42
H: 1.78 0.44 -0.41
H: 1.75 1.95 0.48
H: 2.05 -1.43 3.37
H: 0.68 -2.57 3.41
H: 0.41 -0.86 3.83
C: 6.99 -1.99 6.91
C: 7.24 -0.52 6.59
O: 6.68 -0.15 5.34
S: 5.09 0.12 5.25
C: 5.07 0.89 3.66
O: 4.72 1.09 6.25
O: 4.41 -1.15 5.15
H: 5.92 -2.17 7.08
H: 7.53 -2.29 7.80
H: 7.29 -2.62 6.07
H: 6.87 0.12 7.39
H: 8.32 -0.36 6.52
H: 5.62 1.83 3.72
H: 4.03 1.09 3.39
H: 5.52 0.22 2.94
C: -4.83 6.40 -3.20
C: -3.48 6.04 -2.60
O: -3.63 5.37 -1.35
S: -4.04 3.81 -1.35
C: -3.67 3.47 0.35
O: -3.11 3.08 -2.18
O: -5.46 3.70 -1.54
H: -5.38 5.50 -3.49
H: -4.71 7.03 -4.08
H: -5.45 6.93 -2.47
H: -2.89 5.44 -3.29
H: -2.92 6.96 -2.40
H: -2.60 3.60 0.51
H: -3.97 2.44 0.56
H: -4.24 4.16 0.97
C: 1.11 2.75 4.70
C: -0.35 3.17 4.59
O: -0.47 4.56 4.26
S: -0.22 5.02 2.73
C: -0.88 6.65 2.88
O: -1.08 4.25 1.86
O: 1.20 5.12 2.50
H: 1.61 2.80 3.73
H: 1.19 1.73 5.08
H: 1.65 3.42 5.37
H: -0.88 2.55 3.86
H: -0.84 3.03 5.55
H: -1.95 6.58 3.10
H: -0.73 7.16 1.93
H: -0.36 7.17 3.68
C: 4.39 -7.28 4.94
C: 4.65 -5.82 4.64
O: 4.08 -5.43 3.39
S: 2.49 -5.17 3.31
C: 2.47 -4.38 1.72
O: 2.12 -4.20 4.31
O: 1.81 -6.43 3.19
H: 3.33 -7.47 5.12
H: 4.94 -7.59 5.83
H: 4.69 -7.91 4.10
H: 4.28 -5.18 5.44
H: 5.72 -5.65 4.56
H: 3.02 -3.44 1.79
H: 1.43 -4.18 1.45
H: 2.92 -5.05 0.99



[2]
A cluster of 5 separate species, C24H53IN3O4 in total. Source: the Open Molecules 2025 dataset; level of theory: ωB97M-V/def2-TZVPD.

Summary:
Multiplicity: 1
HOMO-LUMO gap (eV): 7.60
Lowest unoccupied orbital energy (Eh): -0.1588
Net charge: +1

Element x y z (Å)
C: 1.25 -1.17 4.23
C: 1.13 -2.08 2.94
C: 1.75 -1.36 1.67
C: 0.77 -1.32 0.41
C: 0.34 0.18 0.18
N: -0.46 0.66 1.37
C: -0.20 1.93 1.76
C: -0.94 2.45 2.93
I: -0.65 4.41 3.73
C: -1.92 1.54 3.56
C: -2.02 0.20 2.93
N: -2.93 -0.76 3.52
C: -3.84 -1.35 2.49
C: -3.52 -2.85 2.12
C: -3.03 -3.02 0.60
N: -1.30 -0.20 1.86
H: 0.35 -1.25 4.89
H: 2.19 -1.39 4.79
H: 1.30 -0.07 3.94
H: 0.07 -2.43 2.80
H: 1.71 -3.02 3.17
H: 2.11 -0.35 1.96
H: 2.64 -1.97 1.36
H: -0.08 -2.02 0.54
H: 1.33 -1.64 -0.51
H: 1.28 0.77 0.09
H: -0.27 0.32 -0.76
H: 0.56 2.58 1.28
H: -2.52 1.84 4.45
H: -2.30 -1.51 3.85
H: -3.95 -0.73 1.57
H: -4.87 -1.37 2.97
H: -2.74 -3.32 2.78
H: -4.45 -3.48 2.20
H: -2.26 -3.83 0.53
H: -3.93 -3.32 -0.02
H: -2.66 -2.03 0.26
C: -2.78 0.43 -3.69
C: -2.18 1.53 -2.83
C: -2.50 2.91 -3.38
O: -0.76 1.36 -2.77
H: -2.39 0.47 -4.71
H: -2.53 -0.55 -3.29
H: -3.87 0.52 -3.74
H: -2.55 1.44 -1.81
H: -2.09 3.03 -4.39
H: -2.05 3.68 -2.76
H: -3.58 3.07 -3.42
H: -0.41 1.43 -3.67
C: -4.90 1.67 -7.70
C: -4.30 2.77 -6.85
C: -4.62 4.15 -7.40
O: -2.88 2.60 -6.79
H: -4.51 1.70 -8.72
H: -4.65 0.69 -7.30
H: -5.99 1.76 -7.75
H: -4.67 2.69 -5.83
H: -4.22 4.27 -8.41
H: -4.17 4.93 -6.79
H: -5.70 4.31 -7.44
H: -2.54 2.67 -7.69
C: 5.91 0.17 7.86
C: 5.19 -0.60 6.76
C: 4.72 0.32 5.65
O: 4.07 -1.29 7.32
H: 5.24 0.91 8.31
H: 6.23 -0.50 8.65
H: 6.78 0.69 7.46
H: 5.86 -1.36 6.35
H: 4.01 1.06 6.03
H: 4.20 -0.25 4.88
H: 5.56 0.85 5.19
H: 3.47 -0.63 7.69
C: 3.16 -1.85 -3.25
C: 4.21 -1.43 -2.23
C: 5.61 -1.74 -2.72
O: 3.97 -2.11 -1.00
H: 3.21 -2.93 -3.43
H: 2.16 -1.63 -2.89
H: 3.31 -1.33 -4.20
H: 4.12 -0.36 -2.03
H: 5.74 -2.81 -2.88
H: 6.35 -1.44 -1.97
H: 5.83 -1.22 -3.65
H: 4.05 -3.06 -1.16



[3]
A cluster of 3 separate species, C24H53N2O13P3 in total. Source: the Open Molecules 2025 dataset; level of theory: ωB97M-V/def2-TZVPD.

Summary:
Multiplicity: 1
HOMO-LUMO gap (eV): 9.67
SMILES: C=C[C@](N)(CCP(=O)(OCC)OCC)COCOC#N.CCOP(=O)(OCC)OCC.CCOP(=O)(OCC)OCC
Lowest unoccupied orbital energy (Eh): 0.0147

Element x y z (Å)
C: -5.89 -1.39 0.51
C: -4.98 -0.82 -0.29
C: -3.82 -1.60 -0.97
N: -3.60 -2.83 -0.22
C: -2.59 -0.64 -0.95
C: -1.84 -0.67 0.39
P: -1.01 0.91 0.76
O: 0.16 1.01 -0.12
O: -2.08 2.08 0.41
C: -2.57 2.87 1.51
C: -1.70 4.12 1.73
O: -0.65 0.82 2.32
C: 0.38 1.74 2.76
C: 1.30 0.96 3.73
C: -4.25 -1.91 -2.43
O: -4.31 -3.29 -2.72
C: -3.09 -3.91 -3.01
O: -1.94 -3.05 -2.87
C: -1.09 -3.48 -2.00
N: -0.38 -3.61 -1.08
H: -5.60 -2.13 1.24
H: -6.94 -1.10 0.46
H: -5.05 0.26 -0.44
H: -3.53 -2.65 0.78
H: -4.36 -3.47 -0.33
H: -3.01 0.37 -1.04
H: -1.92 -0.77 -1.80
H: -2.51 -0.88 1.24
H: -1.08 -1.45 0.42
H: -3.55 3.24 1.20
H: -2.75 2.30 2.42
H: -2.14 4.92 1.13
H: -0.68 3.96 1.38
H: -1.72 4.45 2.77
H: -0.10 2.52 3.35
H: 0.94 2.20 1.95
H: 1.16 -0.10 3.52
H: 2.35 1.20 3.58
H: 0.99 1.10 4.77
H: -5.28 -1.55 -2.51
H: -3.69 -1.31 -3.16
H: -3.13 -4.33 -4.02
H: -2.97 -4.76 -2.33
C: 0.07 -6.88 2.04
C: 0.90 -7.97 2.70
O: 1.94 -8.44 1.86
P: 3.23 -7.47 1.56
O: 3.85 -7.26 2.89
O: 4.25 -8.56 0.89
C: 5.49 -8.88 1.52
C: 5.35 -10.00 2.52
O: 2.75 -7.06 0.04
C: 2.46 -5.70 -0.32
C: 3.32 -4.67 0.38
H: 0.64 -5.96 1.93
H: -0.81 -6.65 2.64
H: -0.27 -7.20 1.05
H: 1.32 -7.60 3.65
H: 0.27 -8.82 2.93
H: 5.92 -7.99 1.97
H: 6.17 -9.18 0.72
H: 4.48 -9.88 3.17
H: 6.24 -10.07 3.15
H: 5.22 -10.96 2.01
H: 1.40 -5.49 -0.15
H: 2.62 -5.62 -1.40
H: 3.25 -4.76 1.47
H: 3.00 -3.67 0.11
H: 4.37 -4.79 0.11
C: -0.07 4.94 -1.64
C: -0.98 6.15 -1.47
O: -0.26 7.28 -1.00
P: 0.78 8.05 -2.01
O: -0.08 8.53 -3.12
O: 1.03 9.42 -1.16
C: 0.65 10.69 -1.70
C: -0.78 11.04 -1.35
O: 2.14 7.43 -1.31
C: 3.06 6.60 -2.04
C: 3.19 6.96 -3.51
H: 0.62 5.08 -2.47
H: -0.66 4.04 -1.85
H: 0.51 4.76 -0.73
H: -1.48 6.38 -2.41
H: -1.74 5.92 -0.73
H: 0.82 10.71 -2.78
H: 1.32 11.43 -1.26
H: -1.46 10.20 -1.51
H: -1.13 11.88 -1.95
H: -0.86 11.32 -0.30
H: 2.77 5.55 -1.93
H: 4.03 6.70 -1.56
H: 2.22 6.93 -4.02
H: 3.85 6.25 -4.01
H: 3.61 7.96 -3.62



[4]
A cluster of 4 separate species, C24H54ClN3 in total. Source: the Open Molecules 2025 dataset; level of theory: ωB97M-V/def2-TZVPD.

Summary:
Multiplicity: 1
Energy relative to the best compared isomer or geometry (same formula, charge and spin) (eV): 0.6134
HOMO-LUMO gap (eV): 8.44
Lowest unoccupied orbital energy (Eh): -0.1534
Net charge: +2

Element x y z (Å)
Cl: -10.13 19.33 21.98
C: -9.44 16.46 19.17
C: -9.35 17.51 18.09
C: -8.67 18.81 18.53
N: -8.96 20.03 17.68
C: -8.46 19.86 16.27
C: -10.48 20.30 17.63
C: -10.56 21.82 17.66
C: -9.51 22.18 18.68
C: -8.35 21.29 18.24
H: -10.08 15.65 18.84
H: -9.87 16.90 20.08
H: -8.47 16.09 19.51
H: -10.36 17.80 17.79
H: -8.89 17.14 17.17
H: -7.58 18.73 18.53
H: -9.04 19.16 19.49
H: -9.03 18.98 15.95
H: -7.40 19.60 16.25
H: -8.64 20.72 15.64
H: -10.92 19.81 16.77
H: -10.91 19.90 18.55
H: -10.43 22.19 16.63
H: -11.56 22.23 17.86
H: -9.25 23.23 18.77
H: -9.83 21.90 19.69
H: -7.74 21.80 17.50
H: -7.68 21.07 19.08
C: -0.59 18.04 23.33
C: -1.72 18.46 22.39
C: -3.03 18.56 23.17
N: -4.28 18.78 22.31
C: -4.11 20.01 21.51
C: -5.50 18.82 23.28
C: -6.64 18.22 22.45
C: -6.01 17.71 21.14
C: -4.53 17.55 21.47
H: 0.32 17.71 22.82
H: -0.87 17.36 24.13
H: -0.17 18.92 23.84
H: -1.78 17.66 21.65
H: -1.44 19.40 21.90
H: -3.04 19.40 23.87
H: -3.13 17.63 23.72
H: -3.82 20.78 22.23
H: -4.94 20.38 20.92
H: -3.21 19.91 20.91
H: -5.46 19.82 23.71
H: -5.19 18.15 24.08
H: -7.35 18.99 22.15
H: -7.13 17.41 22.97
H: -6.04 18.45 20.35
H: -6.35 16.73 20.80
H: -3.91 17.62 20.58
H: -4.22 16.63 21.97
C: -17.46 21.84 22.54
C: -16.12 21.37 23.09
C: -14.96 21.81 22.20
N: -13.59 21.44 22.73
C: -13.47 19.96 23.05
C: -13.26 22.30 23.92
C: -12.33 23.41 23.48
C: -11.46 22.62 22.47
C: -12.56 21.91 21.70
H: -18.35 21.42 23.01
H: -17.60 21.66 21.47
H: -17.54 22.92 22.66
H: -16.23 20.28 23.21
H: -15.98 21.70 24.12
H: -15.01 22.90 22.12
H: -14.97 21.44 21.17
H: -13.78 19.44 22.15
H: -14.15 19.70 23.85
H: -12.40 19.88 23.24
H: -12.80 21.65 24.67
H: -14.18 22.60 24.42
H: -11.74 23.80 24.30
H: -12.80 24.22 22.92
H: -10.70 22.03 22.98
H: -10.97 23.38 21.87
H: -12.26 21.09 21.04
H: -13.05 22.65 21.07



[5]
A cluster of 5 separate species, C24H54NO5P in total. Source: the Open Molecules 2025 dataset; level of theory: ωB97M-V/def2-TZVPD.

Summary:
Multiplicity: 1
HOMO-LUMO gap (eV): 8.73
SMILES: CCC[PH2](COCC)NCC.C1CCOC1.C1CCOC1.C1CCOC1.C1CCOC1
Lowest unoccupied orbital energy (Eh): 0.0271

Element x y z (Å)
C: 0.51 1.53 2.16
C: 1.33 2.52 1.26
C: 0.75 2.70 -0.18
P: 1.38 1.41 -1.40
C: -0.32 0.51 -1.37
O: -0.15 -0.68 -2.13
C: -0.82 -1.77 -1.53
C: -0.19 -2.22 -0.16
N: 2.98 2.22 -1.60
C: 4.12 1.29 -1.49
C: 4.57 1.11 -0.01
H: -0.25 2.13 2.69
H: 0.06 0.68 1.62
H: 1.20 1.11 2.92
H: 1.28 3.53 1.74
H: 2.39 2.22 1.26
H: 1.10 3.68 -0.55
H: -0.35 2.62 -0.15
H: 2.01 0.19 -0.98
H: 1.17 1.56 -2.82
H: -1.04 1.23 -1.86
H: -0.71 0.35 -0.35
H: -1.92 -1.64 -1.46
H: -0.68 -2.63 -2.22
H: 0.27 -3.22 -0.21
H: 0.58 -1.48 0.15
H: -0.99 -2.14 0.59
H: 3.00 2.54 -2.56
H: 3.96 0.31 -1.99
H: 4.98 1.76 -2.02
H: 4.68 2.13 0.41
H: 3.76 0.62 0.57
H: 5.53 0.58 0.08
C: -3.32 0.64 3.84
C: -4.29 0.91 2.70
C: -3.42 0.70 1.48
O: -2.44 -0.28 1.85
C: -2.48 -0.48 3.26
H: -3.81 0.37 4.78
H: -2.70 1.52 4.02
H: -5.10 0.17 2.72
H: -4.75 1.90 2.74
H: -2.89 1.62 1.21
H: -3.98 0.35 0.61
H: -2.93 -1.46 3.46
H: -1.46 -0.49 3.66
C: 0.90 -4.08 -4.21
C: 1.48 -4.79 -5.42
C: 2.08 -6.04 -4.81
O: 1.29 -6.35 -3.66
C: 0.42 -5.25 -3.37
H: 0.11 -3.37 -4.44
H: 1.70 -3.55 -3.68
H: 0.67 -5.06 -6.11
H: 2.20 -4.19 -5.98
H: 3.11 -5.86 -4.47
H: 2.09 -6.88 -5.49
H: -0.60 -5.54 -3.65
H: 0.44 -5.04 -2.30
C: -4.27 2.67 -4.91
C: -5.09 1.81 -3.96
C: -4.24 1.82 -2.71
O: -3.54 3.07 -2.70
C: -3.69 3.71 -3.97
H: -4.85 3.10 -5.72
H: -3.47 2.07 -5.35
H: -6.05 2.30 -3.76
H: -5.29 0.81 -4.34
H: -3.49 1.02 -2.74
H: -4.82 1.72 -1.80
H: -4.38 4.56 -3.85
H: -2.73 4.09 -4.31
C: 3.15 0.40 5.33
C: 3.95 0.74 6.58
C: 2.90 0.59 7.67
O: 1.99 -0.43 7.22
C: 2.24 -0.70 5.84
H: 3.77 0.08 4.49
H: 2.56 1.26 5.02
H: 4.75 0.02 6.73
H: 4.39 1.74 6.56
H: 2.33 1.51 7.81
H: 3.33 0.30 8.63
H: 2.72 -1.69 5.77
H: 1.29 -0.75 5.30